No. 1
218
Properties=species:S:1:pos:R:3:forces:R:3:lowdin_charge:R:1 method="wB97M-V/def2-TZVPD" charge=0 total_energy_ha=-5471.5081 spin_multiplicity=1
O -4.857 0.750 1.251 0.8 -0.1 0.6 -0.08
O 2.982 -1.770 1.429 -5.3 -0.8 0.8 0.02
O 0.792 -6.612 -4.858 -0.6 -0.3 -0.1 -0.05
O 5.636 1.781 1.131 -1.4 0.3 -1.9 0.03
O 5.729 2.022 -3.730 0.7 -1.1 -1.9 -0.07
O 2.186 -6.242 4.698 0.8 -1.8 0.8 -0.05
O -5.258 -2.405 -2.620 0.7 -0.3 -0.1 0.02
O 8.237 -0.029 -3.247 -1.2 -0.1 -0.9 -0.08
O 0.299 3.358 -5.731 -0.5 -0.3 -0.8 -0.07
O 0.411 -6.698 -0.064 0.2 1.9 -0.8 -0.03
O 2.254 4.283 4.203 1.6 -1.2 0.6 -0.08
O 2.653 -2.490 -1.945 -2.3 -0.2 3.7 0.03
O -3.563 2.690 -2.700 1.8 0.2 -1.8 0.02
O 2.389 1.784 -4.615 -0.5 -3.1 -0.2 -0.09
O -4.122 4.553 0.343 1.6 0.3 0.0 -0.09
O 0.891 2.831 1.971 -1.1 2.9 -0.3 -0.09
O 0.273 5.876 2.995 -0.4 0.1 -0.2 0.04
O -6.064 -1.374 -0.338 -1.2 -0.4 2.1 -0.12
O 0.424 -4.663 6.654 2.5 -0.7 1.0 0.07
O -3.704 0.192 3.887 0.2 0.1 0.6 -0.06
O -1.268 -4.584 -4.351 0.4 1.5 0.6 -0.10
O -0.398 0.435 1.045 0.4 0.2 -0.8 -0.01
O -5.200 3.260 -6.960 0.8 1.0 1.1 -0.08
O -0.633 -0.138 4.647 -0.9 -1.3 -2.1 -0.08
O -4.441 4.726 4.439 0.4 0.0 -0.6 -0.09
O 3.906 -1.488 4.874 1.4 0.5 -0.8 0.00
O -2.102 3.225 -6.795 -0.7 0.6 -1.1 -0.09
O 2.203 -4.010 3.029 -2.4 0.8 -0.3 -0.09
O -1.764 4.355 -1.459 1.2 -0.8 1.4 -0.08
O -2.862 0.164 6.579 -1.0 0.3 1.0 -0.05
O 0.558 -0.371 -3.719 1.1 0.6 1.4 -0.10
O -6.169 3.196 2.355 -0.9 0.9 1.8 -0.10
O 5.013 3.134 -1.050 -1.2 1.0 -0.9 -0.07
O -8.559 -2.286 1.301 0.6 -0.5 -0.5 -0.06
O 2.463 2.094 -2.052 0.9 0.7 0.2 -0.09
O 0.499 0.246 -6.375 -0.5 0.2 0.5 -0.07
O -2.579 -2.528 0.719 -2.3 1.5 -1.5 0.04
N 1.256 5.550 1.009 2.2 -3.9 -2.6 0.18
N -0.906 0.027 -1.103 -3.7 0.7 -2.5 0.24
N 2.704 -2.175 -4.127 -1.3 1.1 -2.1 0.20
N 4.491 -2.856 -3.109 3.5 -1.1 0.8 0.20
N -5.091 2.621 -1.163 -3.1 1.1 3.3 0.21
N -3.110 -3.010 -2.214 4.2 -0.9 5.8 0.21
N -4.584 0.736 -2.133 0.6 -2.6 -1.1 0.20
N 4.606 -1.557 -0.056 -0.2 -0.1 -2.8 0.20
N 0.543 7.456 1.394 -1.8 5.1 0.4 0.16
N -0.321 -3.589 4.804 2.0 1.8 -3.1 0.19
N 2.152 -1.519 6.134 -1.5 -0.5 5.6 0.20
N 1.847 -1.178 4.000 -0.7 0.9 -1.8 0.21
N -1.705 -4.458 6.197 -3.1 -1.2 1.8 0.15
N 1.072 -0.502 -0.421 2.4 0.2 0.9 0.21
N -0.710 -2.998 1.691 6.7 3.9 2.8 0.22
N 2.030 -5.229 -0.523 6.9 1.3 0.4 0.20
N 5.050 -1.407 2.068 1.0 0.4 1.9 0.21
N 6.230 3.584 2.392 -1.1 4.8 0.4 0.20
N -3.711 -3.030 -4.140 -0.2 -0.7 -5.7 0.17
N 0.069 -4.631 -0.911 -4.0 2.0 -1.3 0.18
N -1.951 -4.604 1.312 -2.9 -4.9 -0.3 0.19
N 7.108 1.663 2.664 5.1 -3.6 3.7 0.19
C -3.245 -0.406 2.697 -0.9 -0.9 -1.1 -0.23
C -0.426 -4.270 5.917 -1.6 0.2 0.2 -0.79
C -4.375 4.127 -6.107 1.3 -1.2 -0.6 -0.18
C -0.497 -0.616 -5.768 0.1 0.8 -0.1 -0.17
C -1.694 3.852 -0.091 -2.2 2.5 -0.4 -0.17
C -2.732 4.724 0.723 0.7 -0.5 0.8 -0.17
C 5.815 0.587 -3.598 1.5 0.4 0.7 -0.19
C -1.792 -3.316 1.182 -2.8 -1.3 -0.7 -0.83
C -0.097 0.057 -0.119 1.7 -0.9 3.2 -0.70
C 4.112 -1.551 1.166 4.4 0.2 -0.7 -0.75
C -2.988 3.498 -5.737 -1.1 -0.4 0.7 -0.26
C -4.369 2.054 -2.051 0.7 -0.4 -0.7 -0.73
C 0.983 -5.262 -5.186 -0.1 1.0 -0.1 -0.23
C -1.529 -0.116 6.873 0.6 -0.1 -1.0 -0.24
C 0.606 6.240 1.866 -0.3 0.2 2.9 -0.76
C -4.127 -2.832 -2.932 -4.6 2.4 -0.9 -0.73
C -0.385 -4.522 -5.474 0.7 -3.0 -0.8 -0.17
C 3.349 -4.509 3.586 1.9 -0.6 1.2 -0.27
C -6.234 -2.584 0.477 -0.3 0.4 0.5 -0.16
C -0.634 0.537 5.824 1.2 0.8 2.7 -0.27
C 3.249 -2.481 -2.973 0.5 -0.5 -1.8 -0.77
C 0.823 -5.568 -0.484 -2.1 -6.7 2.7 -0.81
C 7.141 -0.108 -4.207 -0.7 1.3 1.0 -0.19
C 1.319 3.867 -4.938 1.0 0.0 0.5 -0.20
C -0.657 -0.096 -4.304 -1.3 -1.8 -2.6 -0.21
C 2.554 3.059 -0.962 0.3 -1.8 0.7 -0.16
C 3.828 3.914 -0.950 -0.6 0.0 -1.5 -0.22
C 6.301 2.351 1.978 -2.4 -0.3 -1.4 -0.77
C 2.934 3.312 3.347 -3.0 1.6 -0.1 -0.18
C -5.955 2.986 3.802 3.5 -1.0 -2.4 -0.15
C 2.691 -1.328 4.998 1.7 -1.1 -2.8 -0.76
C -4.418 3.310 4.158 -2.8 1.2 1.5 -0.20
C 1.854 2.364 2.845 1.4 -2.3 -0.8 -0.25
C 2.592 3.020 -5.132 0.2 2.2 -0.5 -0.25
C -7.188 -2.367 1.712 0.4 1.4 -0.3 -0.22
C -3.456 0.482 1.492 -0.3 0.9 -0.4 -0.18
C 3.093 -5.190 4.923 -1.2 1.1 -1.2 -0.24
H -4.153 5.079 -6.590 -0.2 0.1 -0.4 0.11
H 2.381 -3.193 2.558 0.2 0.3 -0.2 0.03
H 3.709 2.718 3.833 -0.1 0.4 0.3 0.12
H -0.874 -5.178 -6.193 0.2 -0.2 -0.5 0.12
H 1.261 4.556 1.188 0.3 -0.5 -0.6 0.07
H 2.819 2.894 -6.190 -0.2 0.2 -0.2 0.13
H -3.104 -2.758 -1.236 0.3 -0.3 0.4 0.09
H -4.875 4.379 -5.172 -0.3 -0.5 -0.1 0.11
H 5.573 4.264 2.038 -0.1 -0.6 -0.3 0.11
H -4.555 2.817 -7.517 0.0 -0.1 -0.2 0.06
H 1.564 3.514 -0.952 0.4 0.8 0.4 0.12
H -4.215 -2.750 -4.970 -0.1 -0.4 0.3 0.13
H 2.593 1.721 -3.679 0.3 0.8 0.5 0.03
H 3.730 4.587 -1.801 0.6 0.2 -0.1 0.12
H 5.170 2.441 -3.073 0.0 -0.5 0.7 0.04
H 1.514 6.032 0.159 0.2 -1.1 0.0 0.12
H 2.260 -1.130 3.079 -0.3 0.3 -0.1 0.07
H 0.376 0.450 6.225 0.3 0.4 0.0 0.11
H -0.816 -5.106 -1.015 -0.8 1.4 -0.8 0.12
H -4.684 5.110 0.887 0.0 0.0 0.3 0.10
H 3.723 -5.217 2.846 0.7 -0.4 0.3 0.12
H -1.336 -1.187 6.822 0.1 -0.4 -0.1 0.11
H 5.088 2.752 -0.173 0.7 -1.0 0.6 0.01
H 1.503 4.599 3.695 -0.6 0.5 -0.2 0.01
H 2.728 -5.816 -0.091 -0.1 0.3 0.0 0.14
H -2.572 4.170 -4.986 0.3 0.2 0.0 0.11
H -4.262 0.225 -2.942 -0.1 0.2 0.1 0.10
H -1.464 0.104 4.232 -0.1 -0.2 -0.5 0.06
H 8.999 -0.399 -3.699 0.2 0.0 0.1 0.07
H 7.432 0.769 2.326 -0.3 0.3 0.1 0.13
H 2.667 -4.508 5.659 -0.3 0.5 -0.2 0.09
H 1.437 4.922 -5.185 0.2 0.0 0.0 0.13
H -0.327 -3.593 -6.041 0.0 0.4 1.1 0.10
H -5.983 1.910 3.972 -0.7 -0.1 0.2 0.08
H -0.564 -1.999 1.707 1.0 0.0 0.1 0.11
H 0.589 -3.559 4.366 0.2 0.4 -0.2 0.07
H -2.596 4.497 1.781 -0.3 -0.5 0.3 0.10
H -2.360 3.778 -1.942 -0.6 -0.4 -0.5 0.01
H 3.480 3.493 -4.713 0.0 0.2 0.3 0.12
H 1.766 -0.488 0.313 0.1 -0.4 -0.1 0.08
H 7.702 2.123 3.338 0.0 -0.4 -0.1 0.12
H 5.979 -1.163 1.756 -0.3 0.1 0.7 0.10
H 1.382 1.825 3.667 0.2 0.1 0.3 0.12
H -3.073 2.534 -5.234 -0.9 0.1 0.5 0.09
H -2.961 0.064 0.615 -0.3 -0.3 0.1 0.08
H 6.664 3.947 3.229 0.2 -0.6 -0.2 0.13
H 4.883 -3.362 -2.328 0.3 0.2 -0.3 0.13
H -7.051 -3.031 2.566 0.2 -1.0 -0.5 0.11
H -2.899 -4.944 1.387 0.1 -0.1 -0.4 0.12
H 1.810 -1.723 -3.996 -0.1 0.3 -0.6 0.08
H 0.388 2.104 1.597 -0.2 -0.7 0.0 0.04
H -2.824 -3.509 -4.196 -0.4 0.2 -1.3 0.06
H -5.208 -2.863 0.716 0.0 -0.1 0.9 0.09
H 1.367 -5.994 4.263 0.3 0.7 0.1 0.07
H 3.294 3.964 2.551 0.7 -0.6 -0.5 0.09
H -2.425 5.770 0.726 -0.1 0.2 -0.8 0.11
H -0.838 1.581 5.585 -0.2 0.3 0.8 0.14
H -1.266 -5.222 1.723 0.0 0.2 -0.1 0.11
H -6.942 -1.424 2.199 0.3 0.6 -0.3 0.10
H 6.954 -1.145 -4.487 -0.5 -0.4 0.6 0.08
H -5.752 -1.632 -1.209 0.2 -0.9 -0.8 0.00
H -5.220 0.011 0.757 -0.4 -0.7 -0.4 0.04
H 1.664 1.586 -1.895 -0.2 -0.2 0.2 0.07
H -5.553 1.995 -0.519 -0.2 0.3 0.0 0.10
H 3.380 -1.797 -4.776 -0.7 0.2 -0.5 0.12
H -0.058 -3.694 2.025 0.3 0.7 0.1 0.11
H -4.276 2.827 5.125 0.5 -0.5 -0.1 0.10
H 1.178 0.114 -4.268 0.9 0.7 -0.1 0.06
H 3.912 -1.810 -0.744 0.3 0.2 -0.5 0.05
H -1.832 -5.158 6.914 -0.5 0.3 0.0 0.12
H 1.002 3.750 -3.901 0.2 0.3 0.4 0.12
H -1.932 2.801 0.072 0.1 -0.2 -0.5 0.09
H 4.951 -2.867 -4.008 -0.1 -0.2 0.4 0.12
H -2.480 -4.140 5.634 0.3 -0.4 0.2 0.10
H -1.100 -3.218 4.279 0.2 -0.3 0.2 0.10
H 4.067 -5.399 5.365 -0.1 -1.3 -0.2 0.13
H -1.849 0.282 -0.846 -0.1 0.0 -0.9 0.10
H 2.841 -1.848 6.795 -0.5 0.0 0.4 0.13
H -3.884 -1.277 2.548 0.1 -0.4 -0.4 0.12
H 2.313 1.650 2.161 1.1 -0.9 0.8 0.10
H 2.710 2.450 -0.072 -0.6 -0.1 0.4 0.10
H 0.617 0.017 -7.299 -0.1 0.0 -0.1 0.10
H -1.223 3.335 -6.425 0.4 0.3 -0.1 0.01
H -2.293 -3.342 -2.706 0.3 0.3 1.2 0.09
H -1.505 -5.489 -4.138 0.0 -0.1 -0.3 0.10
H -5.642 2.575 1.847 0.2 -0.5 0.3 0.02
H 1.643 -5.280 -6.053 -0.4 0.3 -0.3 0.12
H 0.595 7.679 0.411 -0.2 -0.1 0.4 0.11
H 3.873 4.505 -0.035 -0.4 0.1 0.1 0.10
H -3.037 1.480 1.624 0.3 -0.1 0.3 0.11
H -1.382 -0.717 -3.778 -0.4 0.1 -0.2 0.11
H 1.307 -1.016 -1.258 -0.2 0.1 0.0 0.07
H 0.538 -3.941 -1.481 -1.1 0.1 -0.4 0.11
H -3.180 -0.344 5.829 0.2 0.0 -0.2 0.05
H 2.136 -4.225 -0.548 1.1 -0.1 0.0 0.09
H -4.794 3.484 -0.730 0.2 0.3 -0.2 0.07
H 1.182 -1.756 6.286 0.2 0.0 -0.2 0.10
H 5.522 -1.196 -0.282 -0.4 -0.1 -0.1 0.11
H -1.009 0.934 -4.366 0.3 0.3 0.5 0.13
H -2.239 -0.817 2.777 0.2 0.5 0.0 0.09
H 0.093 8.129 1.998 0.0 0.1 -0.3 0.12
H -1.232 0.141 7.890 -0.5 0.6 0.0 0.12
H 4.096 -3.765 3.861 0.1 0.5 -0.7 0.11
H -3.742 4.971 5.050 0.2 -0.2 -0.1 0.08
H -0.712 4.086 0.320 -0.1 -0.1 0.0 0.08
H -0.033 -1.600 -5.826 -0.5 -0.3 0.5 0.09
H -3.666 2.994 3.435 -0.3 0.1 -0.2 0.09
H 4.663 -1.288 2.993 0.8 0.1 1.0 0.08
H 5.822 0.466 -2.515 0.2 -0.8 0.1 0.11
H 0.171 -6.644 -4.127 0.2 -0.3 0.3 0.07
H -6.612 3.556 4.459 0.0 0.0 -0.6 0.12
H 7.422 0.287 -5.183 0.0 0.8 0.1 0.11
H -4.634 -0.045 3.894 -0.2 0.4 0.3 0.10
H -1.438 -0.589 -6.316 -0.1 0.1 -0.1 0.13
H -5.252 0.244 -1.558 0.0 0.4 -0.2 0.07
H -0.606 -0.282 -2.016 -0.4 0.2 0.3 0.07
H 0.426 2.407 -5.778 0.0 -0.5 -0.1 0.06
H -6.631 -3.468 -0.022 -0.3 0.4 -0.8 0.12
H -9.154 -2.356 2.051 0.2 0.0 0.1 0.08
H 4.970 0.023 -3.990 -0.4 0.4 -0.4 0.08
H 1.591 -4.804 -4.406 -0.3 0.5 0.3 0.10
H 0.939 -0.791 4.213 -0.2 0.0 -0.5 0.06

***

No. 2
82
Properties=species:S:1:pos:R:3:forces:R:3:lowdin_charge:R:1 method="wB97M-V/def2-TZVPD" de_lowest_kcal_mol=40.6 charge=-2 spin_multiplicity=1
Ba -1.605 -1.096 1.839 -1.4 -3.3 -0.6 1.73
S -4.522 -1.724 1.303 -0.5 0.1 0.1 0.36
S 1.416 0.980 4.830 0.1 0.2 -0.2 0.54
S -2.078 -4.060 1.557 0.3 -0.7 0.2 0.33
O -1.994 1.050 1.438 -0.8 4.1 -0.7 -0.41
O 2.327 2.485 -2.283 -0.2 -0.2 0.2 0.15
O -0.518 -0.981 3.727 1.9 0.0 3.3 -0.61
N 3.385 -1.754 1.342 0.1 -0.1 -0.2 0.11
N -3.033 5.599 2.137 0.0 -0.1 0.0 0.10
N 2.806 3.982 -3.805 -0.5 -0.2 -0.3 0.10
N -1.022 -1.612 -2.800 0.3 -0.2 -0.2 0.12
N -3.664 -6.775 -3.670 0.0 0.0 0.1 0.12
N -1.750 -0.484 -2.672 -0.1 0.2 0.3 -0.13
N -2.017 3.369 -1.487 0.1 -0.2 -0.2 0.14
N 3.094 -0.494 1.731 -0.3 0.0 0.0 -0.13
N 0.350 -1.476 4.590 0.7 0.1 0.5 -0.21
N -2.713 2.336 3.146 0.1 -0.2 -0.1 0.18
N -1.382 -1.155 -0.640 0.3 0.1 -2.0 -0.13
N 1.192 -1.346 1.107 0.1 -0.2 -0.1 0.02
N -6.683 -4.014 -3.902 0.1 0.0 0.0 0.12
N 3.771 4.033 -2.837 0.3 -0.1 0.5 0.10
C 4.515 1.489 1.252 0.0 0.0 0.0 -0.17
C -3.981 -4.979 -1.852 -0.1 0.4 0.2 -0.22
C 6.071 3.253 0.702 0.1 0.0 0.1 -0.08
C 0.412 3.336 -5.328 0.1 0.0 0.1 -0.03
C 0.760 2.655 -4.164 -0.3 -0.2 0.0 -0.14
C -3.814 -5.972 -2.856 0.1 -0.3 -0.3 -0.21
C 2.214 -2.225 0.971 0.1 0.1 0.1 -0.20
C -2.418 3.367 1.034 0.1 -0.3 0.2 -0.21
C -5.002 -4.011 -1.952 0.4 -0.1 0.4 -0.22
C -1.565 1.989 -5.497 0.0 0.0 0.0 -0.04
C -5.922 -4.022 -3.036 -0.3 0.1 -0.3 -0.21
C -2.177 3.337 -0.343 0.0 0.0 -0.3 -0.24
C 4.204 2.825 -0.736 0.1 -0.2 0.3 -0.13
C -4.241 -2.979 0.144 -0.1 -0.1 -0.1 -0.78
C -3.209 -3.967 0.248 -0.2 -0.1 -0.1 -0.79
C -0.051 1.631 -3.678 0.1 0.1 0.1 0.03
C -1.222 1.304 -4.338 -0.1 -0.1 0.0 -0.19
C -2.171 0.226 -3.853 0.0 0.1 -0.1 -0.08
C -3.124 -4.939 -0.758 -0.1 0.0 -0.2 -0.10
C -0.819 -1.978 -1.559 -0.1 0.0 0.0 -0.21
C -2.765 4.599 1.618 0.0 0.3 0.1 -0.27
C 3.784 1.802 0.115 0.0 0.1 -0.1 0.05
C -0.752 2.996 -5.991 -0.1 0.0 -0.1 -0.07
C 3.463 3.142 -1.947 -0.1 0.4 -0.7 -0.28
C 1.333 -0.679 5.152 -0.4 0.3 0.0 -0.73
C -2.343 2.196 1.839 -0.2 0.3 0.2 -0.50
C 1.960 3.062 -3.453 0.7 0.4 0.0 -0.28
C 2.090 -2.640 6.392 0.0 0.2 0.0 -0.10
C 0.250 -2.786 4.895 -0.1 -0.3 -0.1 -0.03
C 5.664 2.223 1.535 -0.1 0.0 0.0 -0.04
C 1.095 -3.402 5.778 0.0 -0.1 -0.1 -0.08
C 5.353 3.555 -0.440 -0.2 0.0 -0.1 -0.03
C 1.778 -0.273 1.589 0.2 0.0 0.0 -0.19
C -5.107 -3.045 -0.958 0.1 -0.1 -0.1 -0.10
C -1.961 -0.222 -1.369 0.1 -0.2 -0.4 -0.13
C 2.191 -1.307 6.083 0.0 -0.4 0.0 -0.13
C 4.110 0.400 2.226 0.0 0.2 0.0 -0.09
H 2.758 -3.093 7.115 0.0 0.0 0.0 0.10
H 1.282 0.644 1.860 0.1 0.1 0.1 0.12
H 4.974 -0.217 2.467 0.0 0.0 0.0 0.13
H 6.958 3.825 0.947 0.0 0.0 0.0 0.10
H 2.089 -3.228 0.596 0.0 0.0 0.0 0.11
H 3.728 0.851 3.148 0.0 0.0 0.0 0.09
H -0.262 -2.862 -1.297 -0.1 0.0 0.0 0.11
H 2.926 -0.673 6.555 0.0 0.0 0.0 0.09
H -2.489 1.735 -6.006 0.0 0.0 0.0 0.12
H -2.496 0.631 -0.988 -0.1 0.0 -0.1 0.12
H 6.238 1.982 2.422 0.0 0.0 0.0 0.11
H -2.352 -5.692 -0.673 0.0 0.0 0.0 0.09
H -1.036 3.526 -6.892 0.0 0.0 0.0 0.10
H 2.885 1.259 -0.137 0.0 -0.1 0.0 0.12
H -0.552 -3.305 4.386 0.0 0.1 0.0 0.12
H -5.892 -2.304 -1.021 0.0 0.0 0.0 0.09
H -3.157 0.653 -3.665 0.1 0.0 0.0 0.14
H 5.657 4.343 -1.115 0.0 0.0 0.0 0.11
H -2.758 3.257 3.546 0.0 0.0 0.0 0.09
H 0.980 -4.458 5.974 -0.1 0.0 0.0 0.10
H 1.056 4.130 -5.681 0.0 0.0 0.0 0.11
H -2.455 1.572 3.749 0.1 0.1 0.1 0.10
H -2.271 -0.523 -4.638 -0.1 -0.1 0.0 0.13
H 0.229 1.123 -2.765 0.0 -0.1 0.0 0.12

***

no.,molecular weight (g mol⁻¹)
1,1467.500
2,946.223